1.
{"formula": "C5H11BrN", "method": "wB97M-V/def2-TZVPD", "species": ["C", "C", "C", "C", "C", "N", "Br", "H", "H", "H", "H", "H", "H", "H", "H", "H", "H", "H"], "coordinates": [[-0.913, -1.168, -1.358], [0.195, -1.932, -0.998], [1.318, -2.539, -1.214], [0.237, 1.928, 2.010], [0.241, 0.937, 0.817], [-0.347, 1.275, -0.369], [-1.256, -0.627, 1.579], [-1.896, -1.261, -0.873], [-1.178, -0.852, -2.428], [1.140, -3.501, -1.574], [2.354, -2.282, -1.068], [1.216, 0.516, 0.850], [0.881, 2.821, 1.996], [-0.802, 2.159, 2.237], [0.540, 1.288, 2.801], [-1.338, 1.303, -0.302], [0.058, 1.979, -1.028], [-0.450, -0.045, -1.079]], "atomic_forces_ev_per_a": [[-0.71, -0.62, -1.30], [-0.81, 0.98, -2.26], [-0.51, 1.49, 0.99], [-1.21, -0.75, -0.58], [-0.85, 0.54, 4.12], [0.16, 0.12, -3.42], [1.81, 1.48, 0.03], [0.96, -0.02, 0.45], [1.31, -1.10, 0.87], [-0.24, -1.88, -0.71], [0.01, 0.37, 0.39], [0.64, -1.02, -0.96], [-0.17, -0.42, -0.62], [0.08, 0.54, -0.05], [0.53, -0.22, 1.09], [-0.89, 0.93, 0.20], [-0.23, -0.68, 1.12], [0.13, 0.27, 0.65]], "lowdin_charge": [-0.160, -0.021, 0.131, -0.114, -0.483, -0.024, 0.587, 0.052, 0.149, 0.092, 0.108, 0.101, 0.101, 0.068, 0.049, 0.093, 0.179, 0.092], "lumo_ev": -4.944, "total_charge": 1, "spin_multiplicity": 1, "e_homo_ev": -13.8, "molar_mass_da": 165.05, "orbital_gap_ev": 8.9, "e_tot_ev": -76884.5758}

***

2.
{"formula": "C5H11BrN", "method": "wB97M-V/def2-TZVPD", "species": ["C", "C", "C", "C", "C", "N", "Br", "H", "H", "H", "H", "H", "H", "H", "H", "H", "H", "H"], "coordinates": [[1.054, -0.878, 0.664], [-0.285, -0.477, 1.280], [0.634, -1.528, -0.650], [-1.054, 0.016, 0.092], [0.116, 2.785, -0.173], [-0.516, -0.690, -1.115], [-2.936, 0.200, 0.109], [1.670, 0.002, 0.482], [1.614, -1.565, 1.292], [-0.770, -1.346, 1.741], [-0.193, 0.286, 2.049], [1.426, -1.554, -1.396], [0.277, -2.542, -0.469], [-0.766, 3.216, 0.256], [0.228, 2.785, -1.238], [0.948, 2.547, 0.454], [-0.207, 0.001, -1.808], [-1.242, -1.257, -1.572]], "atomic_forces_ev_per_a": [[-0.08, 0.06, -0.01], [0.07, 0.16, 0.00], [0.79, -0.39, 0.40], [-0.60, 0.28, 0.27], [-0.39, -0.69, -0.02], [-0.35, 0.22, -0.44], [0.81, -0.03, -0.08], [0.03, 0.00, -0.02], [0.03, -0.05, -0.03], [-0.11, 0.02, -0.08], [-0.06, 0.06, -0.03], [-0.18, 0.03, -0.10], [-0.13, 0.10, -0.13], [-0.22, 0.12, 0.13], [0.09, 0.07, -0.30], [0.32, -0.01, 0.20], [-0.09, -0.07, 0.14], [0.08, 0.13, 0.10]], "lowdin_charge": [-0.151, -0.210, -0.101, -0.656, 0.132, 0.037, 0.825, 0.116, 0.131, 0.131, 0.128, 0.140, 0.143, 0.003, -0.004, -0.005, 0.179, 0.164], "lumo_ev": [-4.923, -3.737], "total_charge": 1, "spin_multiplicity": 1, "e_homo_ev": [-12.6, -13.2], "molar_mass_da": 165.05, "orbital_gap_ev": [7.7, 9.4], "e_tot_ev": -76885.8192}